Entry from the OMol25 dataset: 8 unconnected molecules or ions with the total composition C47H55Cl2F26N2O19S in a non-equilibrium geometry (ωB97M-V/def2-TZVPD).

Computed properties:
strongest force on any atom = 5.53 eV/Å
E = -198040.8562 eV
LUMO = -5.0901 eV
net charge = +1
orbital gap = 7.29 eV

```
152
Properties=species:S:1:pos:R:3:forces:R:3:mulliken_charge:R:1
C -0.93163 -3.71667 -0.31620 -0.8 -0.5 -0.8 -0.733
C -1.89128 -4.36049 -1.02691 0.5 0.4 0.2 -0.013
C -2.21955 -4.00065 -2.52717 0.0 -0.2 0.7 -1.119
C -2.17529 -2.46191 -2.71228 0.0 1.2 -0.4 0.134
C -3.23067 -1.61664 -2.17104 2.6 2.0 -1.0 0.546
S -4.70828 -2.19384 -1.28109 -3.4 -3.1 -3.0 1.405
O -5.85930 -1.67660 -2.02144 1.9 1.4 1.4 -0.650
O -4.85239 -3.64202 -1.22888 1.9 1.4 0.9 -0.663
C -4.65930 -1.59805 0.48203 0.2 0.0 2.4 0.773
F -5.27407 -2.55527 1.24694 0.5 1.0 -1.5 -0.255
F -3.39462 -1.47036 0.98780 -1.1 0.0 -1.2 -0.223
C -5.43199 -0.25331 0.76709 -0.5 1.3 1.9 0.516
F -5.47422 -0.12297 2.13766 0.3 -0.5 -1.7 -0.240
F -4.75323 0.85756 0.33206 -0.8 -1.6 -0.2 -0.153
F -6.71006 -0.24151 0.35527 1.6 -0.1 -0.1 -0.225
C -3.13068 -0.17086 -2.37772 0.9 -1.4 -0.4 -0.927
C -2.01926 0.42423 -3.07495 -1.3 -0.8 0.8 0.962
C -1.99026 1.97181 -3.20646 -0.3 -0.1 0.2 -1.557
C -1.02619 2.67023 -2.17853 0.4 1.2 0.2 -0.070
C -1.52696 2.60948 -0.70052 0.2 -0.9 0.6 -0.170
N -2.20627 3.70639 -0.05295 0.9 -1.4 -0.7 -0.343
O -1.28003 1.58662 -0.08403 0.1 0.5 -0.3 -0.592
N -1.03652 -0.41959 -3.58992 -0.5 0.4 1.2 0.194
C 0.03696 0.25362 -4.33137 0.0 0.2 -1.7 -1.200
Cl 1.59699 0.64526 -3.57702 -1.5 -0.5 -0.3 -0.161
C -0.19740 0.59666 -5.62935 0.4 0.3 0.4 1.081
C 0.82090 1.28671 -6.56214 -0.4 -0.8 -0.5 -0.976
Cl -1.79985 0.22302 -6.33186 1.4 0.3 0.5 -0.109
C -1.08101 -1.79917 -3.44156 -0.6 -0.9 0.3 0.653
C 0.06726 -2.62375 -4.09392 0.4 -0.1 -0.2 -1.469
C 1.31424 -2.78319 -3.14449 0.2 -0.1 0.6 0.858
C 2.49842 -3.49335 -3.85536 0.3 -0.7 -0.1 0.235
O 2.44644 -3.92566 -4.96796 -0.5 0.6 0.1 -0.521
O 3.70571 -3.64501 -3.15855 -1.4 0.1 0.2 -0.500
H -0.70365 -4.02618 0.72764 -0.1 0.5 -1.0 0.392
H -0.36523 -2.88814 -0.81040 -0.5 -0.7 0.9 0.075
H -2.45308 -5.19850 -0.55329 0.4 0.8 -0.6 0.393
H -3.23485 -4.37146 -2.83349 1.0 0.4 0.5 0.507
H -1.48731 -4.56476 -3.15124 -0.5 0.8 0.3 0.313
H -3.92683 0.50115 -1.99973 0.7 -0.6 -0.3 0.541
H -1.77414 2.31782 -4.24907 0.0 -0.5 0.9 0.455
H -3.04036 2.31378 -2.98907 1.0 -0.4 -0.3 0.512
H -0.86998 3.74967 -2.45478 -0.4 -1.0 0.0 0.375
H 0.00244 2.21803 -2.17796 -1.2 0.2 0.1 0.305
H -3.17164 3.64655 -0.37504 0.2 0.6 0.3 0.259
H -2.14064 3.56272 0.95876 -0.3 -0.2 -0.4 0.323
H 0.41767 2.19674 -7.07566 0.1 -0.8 0.7 0.392
H 1.04260 0.55212 -7.38888 -0.2 0.7 0.8 0.344
H 1.79462 1.52625 -6.08890 -1.0 -0.2 0.0 0.160
H -0.26220 -3.65755 -4.37731 0.0 1.1 0.3 0.651
H 0.41261 -2.16298 -5.06090 -0.5 -0.2 1.0 0.394
H 1.02084 -3.38808 -2.23924 0.4 0.5 -0.9 -0.404
H 1.69270 -1.80934 -2.74824 -0.4 -0.8 -0.3 0.153
H 3.59411 -4.33671 -2.48001 0.1 0.4 -0.2 0.294
C 0.37647 -8.60474 1.83705 -0.1 0.4 -0.1 -1.132
C 1.86470 -8.65702 1.56104 -0.3 -0.7 0.5 -0.145
O 2.21989 -7.73655 0.51055 0.4 0.7 -0.4 -0.328
C 2.41514 -6.47158 0.88145 -0.4 -1.3 0.8 -0.171
O 2.31311 -6.06168 2.00254 0.2 0.6 -0.5 -0.468
C 2.83096 -5.62937 -0.32682 0.2 0.6 -0.9 1.351
F 2.09258 -5.89720 -1.42287 0.0 -0.1 0.3 -0.232
F 4.11452 -5.84521 -0.66976 -0.2 -0.1 0.3 -0.270
F 2.71071 -4.31108 -0.10344 -0.1 -0.4 0.3 -0.227
H -0.18956 -8.77976 0.91995 0.1 -0.1 0.0 0.298
H 0.09607 -9.35693 2.57467 0.1 0.0 0.0 0.402
H 0.08117 -7.62343 2.21339 0.1 -0.1 0.1 0.310
H 2.14005 -9.65068 1.20827 0.1 0.2 -0.3 0.356
H 2.44782 -8.46207 2.46242 0.0 0.2 -0.1 0.278
C 5.41515 -4.33146 2.24157 0.2 0.2 0.1 -0.278
C 5.25566 -5.54438 3.13414 -0.4 0.1 -0.4 -0.364
O 6.37211 -5.66152 4.02818 0.3 -0.1 0.5 -0.370
C 6.30580 -4.92690 5.14675 -0.9 -0.1 -0.9 0.356
O 5.39927 -4.19995 5.43125 0.4 0.0 0.3 -0.499
C 7.53203 -5.18663 6.02367 1.3 -0.1 0.9 0.843
F 8.67152 -5.21461 5.31076 -0.4 0.0 -0.2 -0.242
F 7.43957 -6.36964 6.65761 -0.3 0.2 -0.3 -0.249
F 7.68818 -4.25022 6.96551 -0.4 -0.1 -0.4 -0.235
H 6.37173 -4.36658 1.71493 -0.1 -0.1 0.0 0.370
H 4.60961 -4.28443 1.50986 0.0 0.0 0.1 -0.469
H 5.40577 -3.41008 2.82662 -0.1 -0.1 0.0 0.351
H 5.24533 -6.45094 2.52698 0.3 -0.1 0.2 0.328
H 4.31518 -5.51577 3.68592 0.2 0.1 0.1 0.377
C 7.89460 0.73066 -7.52684 -0.2 0.0 0.3 -0.925
C 7.35497 1.64255 -8.60778 0.8 -0.3 -0.1 -0.221
O 5.92891 1.79793 -8.47910 -0.7 0.4 0.1 -0.337
C 5.51396 2.72150 -7.60757 1.4 -0.4 -0.4 0.262
O 6.23127 3.40746 -6.94059 -0.7 0.1 0.1 -0.503
C 3.98650 2.80733 -7.62179 -1.3 0.2 -0.1 1.051
F 3.39655 1.59167 -7.63503 0.6 0.1 -0.1 -0.269
F 3.53868 3.46186 -8.70572 0.4 -0.1 0.1 -0.265
F 3.49645 3.45405 -6.55333 0.5 -0.2 -0.1 -0.255
H 7.36901 -0.22646 -7.53486 0.1 0.0 -0.1 0.307
H 8.96010 0.55025 -7.67301 -0.1 0.0 0.0 0.402
H 7.74977 1.16660 -6.53835 0.1 0.1 -0.1 0.126
H 7.53039 1.19790 -9.58744 -0.3 0.0 0.0 0.317
H 7.85360 2.61300 -8.60038 -0.2 0.0 0.1 0.324
C -1.90796 9.88206 -3.35208 -0.1 -0.3 -0.2 -1.094
C -2.12872 9.53636 -1.89404 0.4 0.8 -0.2 -0.205
O -3.00580 8.40127 -1.76769 -0.2 -0.8 0.2 -0.304
C -2.43324 7.20293 -1.88098 0.6 1.4 0.0 0.274
O -1.26693 7.01421 -2.07912 -0.3 -0.6 0.0 -0.517
C -3.47298 6.10077 -1.67695 -1.1 -0.8 0.1 1.033
F -4.62193 6.34716 -2.32457 0.4 0.1 0.0 -0.264
F -3.79239 5.95220 -0.38026 0.2 0.3 -0.2 -0.298
F -3.03361 4.90141 -2.11593 -0.1 0.7 -0.5 -0.235
H -2.86297 10.03452 -3.85848 0.0 0.1 0.1 0.305
H -1.30944 10.78862 -3.44546 0.0 0.0 0.1 0.374
H -1.39452 9.07256 -3.87407 0.1 0.1 0.1 0.306
H -2.62184 10.36652 -1.38858 -0.2 -0.3 0.0 0.320
H -1.18528 9.35818 -1.37577 -0.1 -0.3 -0.1 0.319
C 5.45076 -2.06674 -0.91965 -0.2 0.4 -0.1 -0.272
C 6.93741 -2.11965 -1.20191 -0.3 -0.5 0.5 -0.475
O 7.28017 -1.20823 -2.25684 0.3 0.5 -0.3 -0.316
C 7.47303 0.06423 -1.88914 -0.3 -1.1 0.8 0.322
O 7.37767 0.47317 -0.76896 0.1 0.4 -0.4 -0.520
C 7.87397 0.90777 -3.09931 0.4 1.0 -1.1 0.910
F 7.12446 0.62983 -4.18418 -0.1 -0.2 0.4 -0.228
F 9.15490 0.69358 -3.44630 -0.2 -0.2 0.3 -0.262
F 7.74661 2.21873 -2.86870 -0.1 -0.5 0.3 -0.243
H 4.88036 -2.24833 -1.83276 0.2 -0.1 0.1 0.350
H 5.17240 -2.81303 -0.17463 0.1 0.0 0.0 -0.257
H 5.15737 -1.08197 -0.54951 0.1 -0.1 0.1 0.379
H 7.21281 -3.11619 -1.54855 0.1 0.2 -0.3 0.351
H 7.52517 -1.91756 -0.30481 0.0 0.2 -0.1 0.398
C -6.18337 1.47120 4.47976 0.1 0.3 0.4 -0.969
C -7.52764 0.79835 4.66804 0.3 0.1 -0.7 -0.188
O -7.74781 0.48532 6.05189 -0.3 0.0 0.6 -0.349
C -8.22900 1.47851 6.80782 0.2 0.0 -1.3 0.414
O -8.47667 2.58061 6.41028 -0.1 -0.1 0.6 -0.515
C -8.45731 0.99072 8.23917 -0.1 -0.5 1.6 0.834
F -7.43847 0.24285 8.69418 0.0 0.2 -0.4 -0.256
F -9.56321 0.23110 8.33382 0.1 0.2 -0.5 -0.263
F -8.60665 2.00405 9.10191 0.0 0.0 -0.6 -0.207
H -5.38483 0.85715 4.90120 0.0 -0.1 -0.1 0.302
H -5.98114 1.63712 3.42400 -0.1 0.1 0.1 0.200
H -6.15089 2.43367 4.99357 -0.1 0.0 -0.1 0.368
H -7.54481 -0.14931 4.12873 -0.1 -0.1 0.3 0.293
H -8.34132 1.40863 4.27229 0.0 0.0 0.3 0.309
C -7.32383 4.68777 10.25063 0.2 0.0 0.3 -1.157
C -6.44547 5.18648 9.12228 -0.8 -0.2 -0.1 -0.124
O -5.23641 5.76946 9.63707 0.7 0.0 0.1 -0.308
C -4.24816 4.91401 9.91875 -1.2 -0.2 -0.5 0.364
O -4.31004 3.72694 9.77400 0.5 0.2 0.2 -0.508
C -3.01440 5.67441 10.40848 1.2 0.7 0.7 0.873
F -3.32660 6.64321 11.28565 -0.3 -0.3 -0.2 -0.241
F -2.36569 6.26728 9.38784 -0.4 -0.2 -0.1 -0.254
F -2.13264 4.87226 11.01674 -0.5 -0.1 -0.3 -0.238
H -7.52023 5.48840 10.96648 0.0 0.0 -0.1 0.358
H -8.27311 4.31929 9.86314 0.1 0.1 0.0 0.344
H -6.83700 3.88025 10.80030 0.0 0.0 -0.1 0.314
H -6.96173 5.97539 8.57484 0.3 0.1 0.1 0.304
H -6.22064 4.39274 8.40760 0.2 0.0 0.2 0.279
```
Forces are in eV/Å.